DFT (wB97M-V/def2-TZVPD) results for a structure of composition C24H42NP3PtSe at a distorted geometry.

```
72
Properties=species:S:1:pos:R:3:forces:R:3
Pt 0.3653 -0.5487 -0.1706 -0.2 1.3 1.8
P -1.0751 -2.1838 0.5573 -0.2 -0.8 -0.5
P 1.9308 -0.5698 1.6693 0.8 -0.2 -0.1
P 1.6753 -1.3943 -1.7500 1.1 -0.5 -0.6
H -2.3576 4.0993 -6.0242 -0.1 -0.4 -0.1
C -2.3741 3.1466 -6.5683 1.5 2.8 -1.1
C -3.3026 2.1920 -6.3336 -2.1 -1.5 -0.4
H -4.1834 2.3861 -5.7101 0.4 -0.1 0.0
C -2.4619 -1.5944 1.5938 0.2 0.0 -0.4
C -0.2730 -3.4504 1.6052 -0.3 0.0 -0.2
C -1.8310 -3.0671 -0.8876 0.1 0.3 0.7
C 3.0754 0.8350 1.6518 0.1 0.3 0.1
C 1.4436 -0.5581 3.4186 -0.5 0.1 0.6
C 3.0731 -1.9883 1.7210 0.1 -0.2 0.1
C 0.8908 -1.2742 -3.3805 0.1 -0.1 -0.1
C 2.0859 -3.1486 -1.4607 0.0 0.1 -0.3
C 3.2842 -0.5135 -1.8583 -0.4 -0.4 -0.2
H -1.6799 3.0923 -7.4230 -0.4 -0.2 0.4
H -3.2846 1.2606 -6.9077 0.0 0.1 0.4
H -2.7904 -0.6178 1.2448 -0.2 0.0 0.0
H -2.1132 -1.5116 2.6199 0.0 0.0 0.1
H -3.2775 -2.3118 1.5357 -0.1 0.0 0.1
H 0.0634 -2.9805 2.5476 -0.1 -0.3 -0.4
H 0.5816 -3.9060 1.0743 -0.4 0.1 0.3
H -1.0367 -4.2197 1.8242 0.5 0.2 0.0
H -2.3526 -2.3281 -1.5118 0.1 -0.3 0.1
H -2.5512 -3.7996 -0.4951 0.2 0.1 -0.3
H -1.0456 -3.5728 -1.4690 -0.3 0.2 0.2
H 3.8091 0.6614 2.4581 -0.2 0.2 -0.3
H 2.5244 1.7636 1.8618 0.2 -0.2 -0.1
H 3.6104 0.9319 0.6994 -0.2 0.0 0.2
H 2.2334 -1.0599 4.0083 -0.4 0.3 -0.3
H 0.4907 -1.0692 3.6068 0.2 0.1 0.0
H 1.3659 0.4826 3.7636 0.0 -0.3 -0.1
H 3.6815 -1.8462 2.6314 -0.1 -0.1 -0.4
H 3.7469 -2.0260 0.8567 -0.2 0.0 0.2
H 2.5261 -2.9356 1.8252 0.2 0.3 -0.1
H 1.4739 -1.8646 -4.1010 -0.2 0.2 0.1
H 0.8532 -0.2248 -3.6988 0.0 -0.2 0.1
H -0.1329 -1.6635 -3.3242 0.2 0.0 -0.1
H 2.7019 -3.4816 -2.3090 -0.1 -0.1 0.3
H 1.1744 -3.7587 -1.4104 0.3 0.2 -0.1
H 2.6535 -3.2777 -0.5298 -0.2 0.1 -0.4
H 3.7943 -0.8689 -2.7577 0.1 0.1 0.1
H 3.9043 -0.7224 -0.9836 -0.1 0.0 -0.1
H 3.1133 0.5616 -1.9317 0.0 -0.1 -0.1
C 0.1007 2.3641 -2.2835 0.6 -0.1 0.1
C -1.0895 1.9976 -2.9159 0.2 0.3 0.5
C -1.1372 2.1095 -4.2961 0.5 0.2 0.3
C -0.0477 2.5769 -5.0277 0.1 0.2 -0.5
C 1.1539 2.8951 -4.3890 -0.3 -0.2 0.2
C 1.2336 2.7319 -3.0106 -0.1 0.2 -0.2
Se 0.3749 2.3801 -0.3537 -1.4 -1.2 -1.3
H -0.9971 1.7912 -0.2704 0.5 0.5 0.3
H -1.9606 1.6416 -2.3649 0.2 0.2 -0.1
H -2.0794 1.8898 -4.7832 0.0 -0.6 0.0
H -0.1148 2.7082 -6.1165 0.2 -0.2 0.6
H 1.9923 3.2716 -4.9572 0.1 -0.1 0.0
H 2.1567 2.9125 -2.4619 -0.1 0.2 -0.3
N -0.8326 1.2978 2.0031 -1.0 0.2 2.8
C -1.2185 1.4218 3.1023 0.7 -0.2 -2.5
C -1.6199 1.4652 4.4543 0.0 -0.2 0.2
C -2.6808 0.6499 4.8839 -1.3 -0.7 1.4
C -2.9432 0.5367 6.2512 -0.9 -0.9 -2.1
C -2.1782 1.2507 7.1840 -0.1 -0.1 0.9
C -1.1612 2.1052 6.7364 1.5 1.2 -1.3
C -0.8711 2.2153 5.3771 0.4 0.6 1.8
H -3.2907 0.1232 4.1465 0.2 0.1 0.3
H -3.7486 -0.1191 6.5906 0.2 0.2 -0.1
H -2.3767 1.1431 8.2559 0.0 0.1 -0.4
H -0.5866 2.6939 7.4530 -0.1 -0.2 -0.2
H -0.0807 2.8717 5.0142 -0.2 -0.1 0.2
```
Positions in Å, forces in eV/Å.

As for the net charge: +4. As for the spin multiplicity: 5. Its expectation value of S² is 6.04. The calculation puts the energy above the lowest of the compared OMol25 structures with the same formula, charge and spin at 68.2 kJ/mol. The LUMO energy (alpha / beta) comes out at -11.3402 / -15.1901 eV.

Here are the Mulliken charges for atoms 1 to 2, given in e: 1.339, 0.497